No. 1
Molecular formula: C17H45BFN10O23
Method: DFT, wB97M-V/def2-TZVPD

Output
HOMO = -0.155 hartree
maximum force = 2.051 eV Å⁻¹
spin multiplicity = 1
net charge = -1
E_LUMO = 0.8 eV
HOMO-LUMO gap = 4.97 eV

Each line ends with the Löwdin charge.
Cartesian coordinates (Å):
C  2.984  -3.616  0.674  -0.11
C  2.679  -4.745  -0.306  -0.28
C  1.355  -5.446  -0.045  -0.15
B  0.015  -4.506  -0.207  -0.67
O  -0.011  -3.192  0.481  0.00
C  -0.439  -3.537  1.741  -0.43
O  -0.656  -2.420  2.543  0.00
C  -1.681  -4.413  1.417  -0.33
C  -2.879  -3.539  1.047  -0.11
C  -3.221  -3.501  -0.418  -0.20
F  -3.494  -4.759  -0.927  -0.06
O  -1.177  -5.224  0.442  -0.03
H  4.048  -3.462  0.820  0.06
H  2.482  -2.716  0.350  0.05
H  2.571  -3.875  1.639  0.06
H  3.472  -5.484  -0.177  0.09
H  2.764  -4.429  -1.331  0.06
H  1.359  -5.929  0.934  0.09
H  1.263  -6.248  -0.769  0.08
H  -0.218  -4.410  -1.414  0.10
H  0.284  -4.244  2.156  0.14
H  -0.214  -1.691  2.075  0.06
H  -1.920  -4.880  2.386  0.14
H  -2.665  -2.518  1.335  0.09
H  -3.778  -3.812  1.591  0.10
H  -4.137  -2.927  -0.531  0.11
H  -2.427  -3.034  -0.977  0.11
C  0.813  2.190  2.380  0.06
N  0.633  1.298  1.202  -0.42
O  0.286  0.160  1.413  0.10
O  0.837  1.795  0.107  0.05
H  0.593  1.622  3.275  0.10
H  1.842  2.534  2.372  0.09
H  0.127  3.024  2.264  0.10
C  -6.409  -5.923  -0.687  0.04
N  -7.422  -6.717  0.064  -0.45
O  -8.519  -6.219  0.242  0.05
O  -7.088  -7.817  0.450  0.06
H  -6.854  -4.976  -0.963  0.09
H  -5.548  -5.777  -0.041  0.09
H  -6.131  -6.498  -1.564  0.10
C  0.072  3.434  -2.478  0.05
N  0.549  3.840  -3.828  -0.45
O  0.912  2.969  -4.593  0.05
O  0.550  5.029  -4.083  0.04
H  0.133  2.356  -2.396  0.09
H  0.716  3.915  -1.748  0.07
H  -0.954  3.776  -2.383  0.10
C  -2.953  -2.090  5.062  0.04
N  -3.826  -1.723  3.918  -0.44
O  -4.944  -2.213  3.865  0.03
O  -3.354  -0.963  3.108  0.07
H  -3.492  -2.778  5.702  0.09
H  -2.056  -2.549  4.650  0.09
H  -2.715  -1.172  5.589  0.09
C  -6.444  -0.136  6.250  0.06
N  -5.632  0.144  7.469  -0.45
O  -4.496  -0.287  7.506  0.06
O  -6.165  0.787  8.350  0.06
H  -5.850  -0.718  5.556  0.07
H  -7.323  -0.688  6.568  0.10
H  -6.725  0.821  5.822  0.10
C  -1.558  3.824  -7.042  0.04
N  -2.481  4.435  -6.047  -0.45
O  -2.725  3.805  -5.038  0.06
O  -2.924  5.533  -6.313  0.06
H  -1.243  2.855  -6.672  0.09
H  -2.095  3.732  -7.980  0.10
H  -0.711  4.495  -7.144  0.10
C  4.040  3.987  -2.976  0.07
N  3.966  4.599  -1.623  -0.42
O  4.830  5.397  -1.304  0.04
O  3.045  4.262  -0.909  0.06
H  4.909  4.380  -3.487  0.10
H  4.121  2.912  -2.841  0.09
H  3.126  4.250  -3.500  0.08
C  5.976  3.002  0.666  0.05
N  6.094  1.753  -0.132  -0.44
O  6.490  0.755  0.423  0.09
O  5.776  1.832  -1.306  0.04
H  6.281  2.800  1.685  0.10
H  6.619  3.744  0.202  0.10
H  4.936  3.313  0.622  0.08
C  4.049  8.651  -1.234  0.05
N  3.962  9.246  0.127  -0.45
O  4.826  10.034  0.457  0.06
O  3.027  8.899  0.818  0.06
H  4.926  9.050  -1.729  0.09
H  4.124  7.574  -1.116  0.07
H  3.142  8.921  -1.767  0.10
C  3.482  -0.870  -2.266  0.04
N  3.984  -2.119  -2.898  -0.44
O  3.191  -3.019  -3.039  0.08
O  5.162  -2.146  -3.212  0.04
H  2.431  -1.005  -2.035  0.10
H  4.063  -0.712  -1.361  0.09
H  3.632  -0.063  -2.975  0.09



No. 2
Molecular formula: C5H5BN4O7P2Ru
Method: DFT, wB97M-V/def2-TZVPD

Output
HOMO (spin up / spin down) = -0.371 / -0.372 hartree
relative energy (zero: lowest compared OMol25 entry of this formula, charge and spin) = 0.0 kcal per mole
⟨S²⟩ = 6.043
maximum force = 2.689 eV Å⁻¹
spin multiplicity = 5
net charge = 0
E_LUMO (spin up / spin down) = -1.7 / -5.3 eV
HOMO-LUMO gap (spin up / spin down) = 8.44 / 4.81 eV

Each line ends with the Löwdin charge.
Cartesian coordinates (Å):
Ru  0.654  -0.140  0.657  1.46
O  3.246  -1.603  -2.425  -0.06
P  2.211  -1.812  -1.282  0.24
O  0.983  -2.504  -1.682  -0.26
O  1.922  -0.379  -0.728  -0.47
O  3.046  -2.559  -0.044  -0.25
P  2.546  -2.683  1.493  0.23
O  3.847  -2.382  2.350  -0.08
O  1.948  -3.975  1.676  -0.20
O  1.640  -1.400  1.676  -0.46
H  2.767  -1.804  -3.232  0.09
H  4.062  -1.443  2.171  0.10
B  -3.103  1.261  2.793  -0.38
C  -1.766  0.728  2.352  -0.19
N  -0.788  0.303  1.931  -0.05
H  -3.957  0.522  2.657  0.00
H  -2.877  1.833  3.776  0.01
H  -3.364  2.094  1.842  0.05
N  -0.552  0.796  -0.854  0.16
C  -1.163  1.445  -1.557  -0.04
C  -1.923  2.316  -2.401  -0.14
C  -1.833  3.659  -2.013  -0.14
N  -1.478  4.625  -1.496  0.25
C  -2.715  1.770  -3.397  -0.14
N  -3.352  1.331  -4.260  0.25



No. 3
Molecular formula: C5H7NO2
Method: DFT, wB97M-V/def2-TZVPD

Output
HOMO = -0.327 hartree
relative energy (zero: lowest compared OMol25 entry of this formula, charge and spin) = 158.0 kcal per mole
maximum force = 5.863 eV Å⁻¹
spin multiplicity = 1
net charge = 0
E_LUMO = 0.9 eV
HOMO-LUMO gap = 9.76 eV

Each line ends with the Löwdin charge.
Cartesian coordinates (Å):
C  0.203  0.671  -1.099  -0.24
C  -0.952  0.415  0.043  -0.09
C  0.428  -0.764  -0.636  -0.29
C  0.750  -0.830  0.849  -0.12
C  -0.271  0.255  1.251  -0.25
H  -1.168  -0.028  -1.988  0.09
H  0.977  1.238  -0.722  0.12
H  -1.764  1.164  -0.227  0.18
H  1.107  -1.432  -1.363  0.18
H  0.615  -1.915  1.488  0.22
H  1.506  0.831  2.039  0.11
H  -0.881  0.055  2.046  0.12
N  1.160  0.604  1.112  0.08
O  -0.690  0.822  -2.121  -0.02
O  -1.019  -1.085  -0.673  -0.09